Entry 1:
DFT (the ωB97M-V functional and the def2-TZVPD basis) results for a structure of composition C34H42BBrN6O2S5Ta.

Geometry (Å):
Ta1 0.474 0.675 1.327
Br1 -5.727 6.557 0.261
S1 -1.931 -0.615 0.211
S2 0.828 0.280 3.630
S3 2.792 0.920 0.220
S4 1.023 -1.739 1.792
S5 1.568 2.779 1.956
O1 -1.247 1.654 1.959
O2 -0.528 2.080 -0.025
N1 2.011 -0.657 -1.911
N2 -2.677 -0.050 -2.408
N3 -0.557 -0.489 -2.110
N4 4.091 -0.002 -2.050
N5 0.129 -4.037 0.525
N6 0.459 -2.334 -0.799
C1 -3.351 5.196 -0.480
C2 -1.626 -4.881 1.981
C3 1.393 4.201 4.296
C4 0.000 -3.375 -1.576
C5 -1.750 -0.379 -1.477
C6 -4.817 0.426 -3.528
C7 0.949 1.837 4.424
C8 -4.398 4.417 1.563
C9 -3.400 3.473 1.713
C10 -0.725 -0.175 -3.441
C11 5.486 0.532 -1.859
C12 2.975 0.062 -1.289
C13 -4.155 0.066 -2.200
C14 -1.365 2.345 0.892
C15 -2.363 4.241 -0.334
C16 -4.365 5.269 0.467
C17 2.538 -1.206 -3.062
C18 0.509 -2.742 0.479
C19 5.930 1.141 -3.193
C20 -2.391 3.378 0.760
C21 -0.130 -4.960 1.684
C22 0.674 -4.596 2.927
C23 0.277 -6.372 1.252
C24 -4.450 1.173 -1.190
C25 0.896 3.171 6.416
C26 1.262 2.963 3.667
C27 0.769 1.939 5.802
C28 5.579 1.612 -0.789
C29 -2.034 0.080 -3.630
C30 -4.677 -1.287 -1.721
C31 6.366 -0.656 -1.473
C32 -0.202 -4.426 -0.763
C33 1.207 4.299 5.661
C34 3.816 -0.801 -3.149
B1 0.653 -0.902 -1.291
H1 6.897 1.622 -3.052
H2 5.221 1.897 -3.528
H3 0.636 -0.114 -0.377
H4 1.740 -4.511 2.713
H5 1.638 5.078 3.711
H6 1.968 -1.846 -3.711
H7 -0.167 -3.273 -2.634
H8 7.392 -0.317 -1.335
H9 -4.674 -0.350 -4.281
H10 -4.463 1.382 -3.916
H11 0.331 -3.678 3.392
H12 1.306 5.261 6.146
H13 -3.990 2.111 -1.502
H14 -4.214 -1.582 -0.782
H15 4.556 -1.017 -3.895
H16 0.752 3.258 7.484
H17 0.538 -5.405 3.644
H18 0.091 -0.148 -4.140
H19 4.904 2.443 -0.984
H20 -1.908 -3.861 2.246
H21 6.367 -1.427 -2.246
H22 -4.488 -2.058 -2.470
H23 -0.553 -5.414 -0.987
H24 1.306 -6.389 0.894
H25 -5.528 1.324 -1.136
H26 -1.867 -5.535 2.820
H27 -5.754 -1.220 -1.564
H28 6.601 1.991 -0.811
H29 -2.220 -5.195 1.122
H30 -1.563 4.158 -1.058
H31 -3.341 5.881 -1.316
H32 -5.887 0.520 -3.353
H33 -4.088 0.916 -0.198
H34 0.527 1.055 6.377
H35 6.023 -1.099 -0.538
H36 0.206 -7.032 2.114
H37 6.055 0.398 -3.979
H38 -0.374 -6.785 0.483
H39 5.388 1.228 0.208
H40 -3.400 2.800 2.560
H41 -2.554 0.349 -4.528
H42 -5.195 4.500 2.288

Calculated values
- 2S+1 = 1
- gap between HOMO and LUMO (eV) = 7.05
- charge = +1
- total energy (eV) = -175426.0349
- lowest unoccupied orbital energy (hartree) = -0.1036

These are the Löwdin partial charges, in e, on atoms 1 to 6:
1. Ta 0.99
2. Br 0.78
3. S 0.79
4. S 0.60
5. S 0.64
6. S 0.59

Entry 2:
DFT (the ωB97M-V functional and the def2-TZVPD basis) results for a structure of composition C34H42BGdN7O5S3.

Geometry (Å):
Gd1 -0.433 3.535 0.124
S1 2.000 1.960 0.840
S2 -0.923 2.317 2.566
S3 0.683 2.121 -2.051
O1 2.089 6.857 -0.434
O2 -0.732 7.196 -4.871
O3 -3.599 3.472 -2.692
O4 -2.289 3.120 -0.888
O5 1.022 5.042 0.398
N1 -0.872 0.590 0.518
N2 1.232 -0.103 1.824
N3 -0.820 5.160 -1.379
N4 -1.396 -0.190 -0.464
N5 1.153 -0.195 -0.785
N6 1.444 -1.487 -0.620
N7 0.852 -1.152 2.528
C1 1.009 -2.492 4.519
C2 -3.235 -1.170 -1.670
C3 3.658 -3.812 -1.720
C4 2.151 -3.639 -1.474
C5 -4.249 -0.269 -2.394
C6 -3.897 1.541 2.535
C7 -3.928 -2.432 -1.137
C8 -0.503 -2.399 4.761
C9 1.893 -1.554 -2.933
C10 0.269 6.749 -2.731
C11 -3.023 0.915 1.496
C12 1.327 -3.756 3.712
C13 -2.666 3.744 -1.979
C14 1.807 -2.170 -1.670
C15 2.078 0.847 2.183
C16 1.359 -4.484 -2.483
C17 3.723 1.820 3.834
C18 1.444 -1.280 3.700
C19 -1.732 4.905 -2.320
C20 0.176 6.020 -1.571
C21 1.168 0.480 -1.948
C22 1.641 0.424 -4.439
C23 -2.125 -1.567 -2.639
C24 1.581 -0.238 -3.098
C25 -1.614 1.187 1.476
C26 -0.716 6.538 -3.703
C27 1.729 -2.553 5.865
C28 -3.522 0.136 0.512
C29 2.749 0.769 3.409
C30 1.216 6.031 -0.452
C31 -2.675 -0.382 -0.500
C32 1.814 -4.103 -0.060
C33 -1.726 5.587 -3.509
C34 2.402 -0.334 4.146
B1 0.697 0.484 0.490
H1 -3.227 -3.063 -0.585
H2 2.374 -3.546 0.693
H3 -4.918 1.180 2.436
H4 2.402 -3.855 3.538
H5 0.751 -3.980 0.161
H6 -1.372 -2.192 -2.153
H7 0.822 -3.742 2.746
H8 3.303 2.816 3.689
H9 0.641 0.717 -4.765
H10 -2.463 5.384 -4.272
H11 2.066 -5.160 0.031
H12 3.945 -3.499 -2.726
H13 -4.325 -3.014 -1.970
H14 2.857 -0.476 5.117
H15 -4.643 -0.795 -3.266
H16 4.239 -3.230 -1.002
H17 1.553 -5.542 -2.303
H18 -1.620 -0.689 -3.048
H19 3.994 1.701 4.881
H20 2.067 -0.251 -5.178
H21 2.811 -2.656 5.752
H22 2.209 -2.133 -3.791
H23 -4.585 -0.068 0.474
H24 0.284 -4.317 -2.382
H25 -5.097 -0.012 -1.757
H26 1.376 -3.428 6.412
H27 1.089 7.442 -2.868
H28 3.933 -4.862 -1.608
H29 -3.530 1.326 3.539
H30 -0.758 -1.497 5.322
H31 -1.051 -2.387 3.819
H32 -0.830 -3.262 5.342
H33 1.524 -1.679 6.485
H34 -0.005 7.829 -4.921
H35 -3.789 0.663 -2.728
H36 -4.765 -2.192 -0.478
H37 4.632 1.761 3.231
H38 0.993 -4.635 4.266
H39 -3.892 2.626 2.426
H40 -2.561 -2.130 -3.466
H41 2.242 1.334 -4.399
H42 1.641 -4.274 -3.516

Calculated values
- 2S+1 = 8
- gap between HOMO and LUMO (alpha / beta) (eV) = 8.15 / 6.10
- expectation value of S² = 16.023
- charge = +1
- total energy (eV) = -110625.8188
- lowest unoccupied orbital energy (alpha / beta) (hartree) = -0.1199 / -0.1952

These are the Löwdin partial charges, in e, on atoms 1 to 6:
1. Gd 1.23
2. S 0.96
3. S 0.70
4. S 0.75
5. O 0.13
6. O 0.11

Number 1: molar mass 998.7 g mol⁻¹. Number 2: molar mass 893.0 g mol⁻¹.